ORCA calculation (ωB97M-V with the def2-TZVPD basis set) on a single C24H26F3N5O2 molecule.

Kohn-Sham gap = 8.2 eV
spin multiplicity = 1
structure (SMILES) = Cc1cccc(N2CCN(C(=O)c3cc4n(n3)[C@@H](C(F)(F)F)C[C@H](c3ccco3)N4)CC2)c1C
highest occupied orbital energy = -7.5723 eV

Each line ends with the natural charge from an NBO analysis.
Cartesian coordinates (Å):
1 C -4.2280 -3.8730 -0.4059  -0.63
2 C -3.3817 -2.6506 -0.6086  0.01
3 C -2.0260 -2.7956 -0.8702  -0.24
4 C -1.2410 -1.6842 -1.1037  -0.18
5 C -1.7861 -0.4189 -1.0175  -0.30
6 C -3.1310 -0.2446 -0.6984  0.26
7 C -3.9498 -1.3777 -0.5545  -0.07
8 C -5.4383 -1.2437 -0.4010  -0.64
9 H -5.7564 -1.4183 0.6272  0.21
10 H -5.7634 -0.2537 -0.7052  0.23
11 H -5.9410 -1.9774 -1.0286  0.22
12 N -3.7083 1.0309 -0.5780  -0.47
13 C -4.3182 1.3766 0.6958  -0.22
14 H -4.4438 0.4661 1.2782  0.22
15 C -3.4402 2.3712 1.4927  -0.25
16 N -2.0733 2.2669 1.0348  -0.41
17 C -1.2093 1.5087 1.7487  0.66
18 O -1.5217 1.0627 2.8449  -0.63
19 C 0.1449 1.2240 1.2244  0.06
20 N 0.6617 1.5968 0.0611  -0.30
21 N 1.8895 1.0559 0.0207  -0.19
22 C 2.1750 0.3470 1.1428  0.35
23 C 1.0608 0.4316 1.9477  -0.35
24 H 0.8947 -0.0056 2.9080  0.25
25 N 3.3479 -0.3500 1.2506  -0.60
26 H 3.6040 -0.6192 2.1881  0.41
27 C 4.4479 0.0167 0.3707  -0.08
28 C 5.4748 -1.0715 0.3875  0.26
29 C 6.7311 -1.1118 0.9175  -0.30
30 C 7.2289 -2.4111 0.6540  -0.31
31 C 6.2369 -3.0599 -0.0118  0.10
32 O 5.1732 -2.2596 -0.1781  -0.40
33 H 6.1689 -4.0540 -0.4063  0.21
34 H 8.1885 -2.7995 0.9249  0.23
35 H 7.2385 -0.3179 1.4258  0.23
36 C 3.8772 0.1935 -1.0450  -0.41
37 H 4.6764 0.4512 -1.7399  0.25
38 H 3.4392 -0.7583 -1.3499  0.24
39 C 2.7826 1.2635 -1.0775  -0.12
40 H 2.2172 1.2189 -2.0184  0.25
41 C 3.3587 2.6923 -1.0104  0.97
42 F 3.8382 3.0048 0.2002  -0.33
43 F 4.3719 2.8588 -1.8770  -0.33
44 F 2.4425 3.6135 -1.3148  -0.31
45 H 4.9413 0.9443 0.7030  0.21
46 C -1.9266 2.7701 -0.3078  -0.26
47 H -2.0252 3.8630 -0.2820  0.19
48 C -3.0555 2.1632 -1.1898  -0.23
49 H -2.6659 1.8627 -2.1629  0.22
50 H -3.8334 2.9175 -1.3562  0.19
51 H -0.9335 2.5263 -0.6763  0.26
52 H -3.7748 3.4013 1.3362  0.19
53 H -3.4672 2.1391 2.5574  0.25
54 H -5.3046 1.8261 0.5209  0.19
55 H -1.1483 0.4332 -1.1768  0.22
56 H -0.1910 -1.7993 -1.3336  0.20
57 H -1.5907 -3.7838 -0.9075  0.20
58 H -4.8134 -3.7928 0.5084  0.22
59 H -4.9215 -4.0056 -1.2369  0.21
60 H -3.6032 -4.7604 -0.3415  0.22

Forces on the atoms, in the same order (eV/Å):
0.0 0.1 0.0
0.2 0.0 0.0
0.0 0.0 0.0
0.0 0.0 0.0
-0.1 0.1 0.0
0.0 -0.3 -0.1
0.0 0.0 0.0
0.1 0.0 0.0
-0.1 0.0 0.1
-0.1 0.1 0.0
-0.1 0.0 0.0
0.0 0.0 -0.1
-0.1 0.1 0.1
0.0 0.0 0.0
-0.1 -0.1 0.3
-0.2 0.1 0.1
-0.4 0.2 0.1
0.2 -0.2 0.0
1.1 -0.3 -0.2
-0.4 0.3 -0.2
0.0 -0.3 0.4
-0.6 0.1 0.1
0.1 0.1 0.0
0.0 -0.1 0.2
0.2 -0.2 0.2
0.0 0.0 -0.1
0.2 -0.3 -0.2
0.5 0.7 0.5
-0.6 0.2 -0.2
-0.3 -0.4 -0.3
0.9 -0.2 0.3
-0.5 0.1 -0.2
-0.1 -0.1 -0.1
0.2 -0.2 0.0
0.0 0.2 0.1
-0.1 0.2 0.2
-0.1 0.0 0.0
0.0 0.0 0.0
0.3 0.4 -0.4
0.1 0.0 0.2
0.0 0.2 -0.1
0.0 -0.1 0.3
0.1 -0.2 -0.2
-0.2 0.0 0.0
0.0 -0.2 -0.1
0.2 0.1 -0.4
0.0 -0.1 0.0
0.0 0.1 0.0
0.0 0.1 0.0
0.1 0.0 -0.1
-0.3 0.1 0.0
0.0 0.0 0.0
-0.1 0.1 -0.1
0.0 -0.1 0.1
0.1 0.1 0.0
0.1 0.0 0.0
0.0 -0.1 0.0
-0.1 -0.1 0.0
-0.1 -0.1 0.0
0.0 -0.1 0.0

ORCA calculation (ωB97M-V with the def2-TZVPD basis set) on a single C5H7NO molecule.

Kohn-Sham gap (spin up / spin down) = 8.2 / 7.0 eV
spin multiplicity = 1
highest occupied orbital energy (spin up / spin down) = -9.6258 / -9.2490 eV

Each line ends with the natural charge from an NBO analysis.
Cartesian coordinates (Å):
1 C -0.3815 -1.1441 1.2830  -0.61
2 C 0.3420 -0.0437 0.5236  -0.26
3 C 1.5887 -0.4887 -0.0827  0.25
4 N 2.5588 -0.8445 -0.6064  -0.30
5 C -0.8308 0.5194 -0.6368  0.06
6 O -1.9632 0.7038 -0.1221  -0.63
7 C -0.0291 1.4609 -1.3459  -0.13
8 H -0.4483 -2.0567 0.6833  0.22
9 H 0.1546 -1.3636 2.2114  0.23
10 H -1.3891 -0.7864 1.5055  0.26
11 H 0.5261 0.8167 1.1696  0.26
12 H -0.3585 2.4896 -1.4941  0.20
13 H -0.6758 -0.4085 -1.2877  0.26
14 H 0.9063 1.1458 -1.8007  0.21

Forces on the atoms, in the same order (eV/Å):
0.0 -0.1 0.0
-0.1 -0.2 0.3
0.8 -0.3 -0.6
-0.9 0.3 0.5
0.6 -0.1 -0.3
-0.1 0.0 0.0
0.0 0.5 -0.2
0.0 0.1 0.1
-0.1 0.0 -0.1
0.2 -0.1 0.0
0.0 -0.1 -0.1
0.1 -0.2 0.0
-0.1 -0.1 0.2
-0.2 0.0 0.1

ORCA calculation (ωB97M-V with the def2-TZVPD basis set) on a molecular structure, C30H42N12O4S6V.

Kohn-Sham gap (spin up / spin down) = 5.5 / 5.6 eV
⟨S²⟩ = 3.767
spin multiplicity = 4
highest occupied orbital energy (spin up / spin down) = -6.1510 / -6.3289 eV

Each line ends with the Löwdin charge.
Cartesian coordinates (Å):
1 V 0.5251 0.0591 0.1690  0.34
2 O 7.1369 -1.6328 -0.3298  -0.07
3 C 5.9818 -1.3031 -0.2645  -1.03
4 S 5.3366 -0.1879 0.9458  0.96
5 C 3.6649 -0.2327 0.4125  -1.11
6 C 3.3848 -1.0074 -0.6534  -1.13
7 S 1.7837 -1.2871 -1.2890  0.56
8 S 4.7275 -1.8793 -1.3759  0.94
9 S 2.4832 0.6705 1.3245  0.59
10 N -1.4577 -3.0350 0.5004  0.20
11 C -2.8602 -3.1985 0.0140  -0.27
12 C -2.8664 -3.5589 -1.4709  -0.10
13 C -2.3435 -2.4205 -2.3486  -0.36
14 N -0.9087 -2.2411 -2.1231  0.01
15 C -3.1334 -1.1493 -2.0406  -0.10
16 C -3.2067 -0.7345 -0.5612  -0.33
17 N -1.9530 -0.1401 -0.0420  0.04
18 C -3.6676 -1.9195 0.2647  -0.09
19 H -0.9980 -3.9232 0.6909  0.16
20 H -1.3778 -2.4500 1.3727  0.09
21 H -0.9008 -2.5662 -0.2502  0.09
22 H -3.3049 -4.0067 0.5865  0.14
23 H -3.8967 -3.7701 -1.7637  0.13
24 H -2.2817 -4.4675 -1.6461  0.13
25 H -2.5434 -2.6858 -3.3934  0.14
26 H -0.5556 -1.3591 -2.4733  0.02
27 H -0.3552 -2.9684 -2.5613  0.09
28 H -4.1617 -1.3360 -2.3623  0.13
29 H -2.7626 -0.3221 -2.6531  0.11
30 H -3.9900 0.0270 -0.4988  0.15
31 H -1.9681 -0.1614 0.9828  0.05
32 H -1.9439 0.8471 -0.2802  0.05
33 H -4.7036 -2.1319 -0.0088  0.13
34 H -3.6598 -1.6542 1.3219  0.11
35 N -2.2611 -7.0800 5.7421  0.10
36 C -2.1131 -5.7582 5.3780  -0.32
37 C -1.1110 -4.9717 5.9511  -0.02
38 C -1.0051 -3.6298 5.6393  -0.06
39 C -1.8914 -3.0517 4.7373  -0.29
40 C -2.8962 -3.8192 4.1727  -0.08
41 C -3.0096 -5.1614 4.4843  -0.04
42 S -1.7210 -1.3357 4.3222  0.53
43 O -3.0435 -0.8133 4.0442  -0.34
44 O -0.9719 -0.7490 5.4018  -0.35
45 N -0.9450 -1.2358 2.9074  -0.19
46 C 0.3628 -1.6352 2.8447  -0.74
47 S 1.4606 -1.5937 4.1996  1.06
48 C 2.6806 -2.3183 3.2235  -0.39
49 C 2.2172 -2.5144 1.9783  -0.30
50 N 0.9181 -2.1193 1.7357  -0.04
51 H -1.4863 -7.5346 6.1909  0.09
52 H -2.8385 -7.6704 5.1714  0.09
53 H -0.4232 -5.4184 6.6591  0.11
54 H -0.2494 -3.0111 6.1035  0.09
55 H -3.6072 -3.3427 3.5245  0.10
56 H -3.8101 -5.7578 4.0590  0.11
57 H 3.6582 -2.5337 3.6210  0.07
58 H 2.7686 -2.9768 1.1722  0.11
59 N 0.2040 4.0418 -5.6604  0.17
60 C 1.0140 4.1736 -4.5744  -0.49
61 O 1.8534 5.0447 -4.4986  0.08
62 C 0.8055 3.1961 -3.4523  -0.11
63 C 1.7180 3.2004 -2.4089  0.04
64 C 1.5813 2.3132 -1.3599  -0.12
65 N 0.5715 1.4255 -1.2589  -0.10
66 C -0.3021 1.4321 -2.2815  -0.13
67 C -0.2283 2.2714 -3.3716  0.01
68 H 0.4086 4.6294 -6.4507  0.12
69 H -0.3586 3.2263 -5.8124  0.09
70 H 2.5377 3.9045 -2.4314  0.13
71 H 2.3146 2.2878 -0.5664  0.06
72 H -1.1023 0.7079 -2.2244  0.07
73 H -0.9995 2.1967 -4.1270  0.11
74 C -0.1589 2.0284 3.0178  -0.18
75 N -0.3458 3.2051 3.8603  -0.08
76 C 0.3325 4.3406 3.2424  -0.16
77 N -0.1931 4.6185 1.8998  -0.08
78 C -0.0023 3.4244 1.0850  -0.19
79 N -0.6878 2.2355 1.6383  -0.08
80 C -2.1214 2.5670 1.7748  -0.19
81 N -2.3501 3.7447 2.6038  -0.08
82 C -1.7781 3.4877 3.9350  -0.16
83 C -1.6296 4.8752 2.0132  -0.17
84 H -0.6895 1.1954 3.4716  0.09
85 H 0.9024 1.7902 2.9626  0.06
86 H 1.3977 4.1160 3.1647  0.13
87 H 0.1977 5.2266 3.8657  0.13
88 H 1.0637 3.2072 1.0243  0.09
89 H -0.3921 3.6212 0.0822  0.12
90 H -2.6364 1.7148 2.2267  0.12
91 H -2.5379 2.7604 0.7795  0.12
92 H -2.2839 2.6302 4.3820  0.13
93 H -1.9403 4.3673 4.5606  0.13
94 H -1.7836 5.7561 2.6387  0.12
95 H -2.0332 5.0736 1.0172  0.12

Forces on the atoms, in the same order (eV/Å):
-0.9 -1.2 1.8
0.0 0.0 0.0
0.1 0.0 0.0
-0.1 0.0 0.0
0.0 -0.1 -0.3
0.2 0.2 0.2
0.4 -0.7 -0.6
-0.1 0.0 0.0
0.6 0.4 0.4
0.1 0.3 0.3
-0.2 0.2 0.0
0.2 0.0 0.0
0.0 0.0 -0.1
-0.2 -0.1 0.1
0.1 0.2 0.0
0.0 0.1 -0.5
0.4 0.0 0.2
0.2 -0.2 0.2
0.0 0.0 0.1
0.0 -0.1 -0.1
0.1 0.0 0.0
0.0 -0.1 0.1
0.0 -0.1 0.1
0.0 0.0 0.0
-0.1 0.0 0.0
0.0 0.0 0.0
0.0 0.0 0.0
0.0 0.1 0.0
-0.1 0.0 0.0
-0.1 0.0 0.1
-0.1 0.0 0.0
-0.1 0.0 0.1
0.0 0.0 0.0
0.0 0.0 0.2
0.0 0.0 0.1
0.0 0.1 0.0
0.0 0.0 0.0
0.0 0.0 0.0
0.2 0.2 0.0
0.1 -0.2 0.1
0.0 0.0 0.0
-0.5 0.3 -0.6
0.1 -0.2 0.0
0.2 0.2 0.1
-0.1 -0.6 -0.5
0.4 -0.3 0.3
0.1 0.0 -0.1
0.0 0.0 0.2
0.0 -0.2 -0.4
-0.9 0.5 0.7
0.0 0.0 0.0
0.0 0.0 0.0
0.0 0.0 0.0
0.0 -0.1 0.0
-0.3 0.1 -0.3
0.0 0.0 0.0
0.0 0.0 -0.1
0.0 0.1 0.0
0.0 0.0 0.1
0.0 0.1 -0.2
0.0 0.0 0.1
0.1 -0.2 0.3
0.0 0.1 -0.2
0.1 -0.1 0.0
0.0 1.9 -1.8
-0.1 -0.1 0.1
-0.1 0.1 -0.1
0.0 0.0 0.0
0.0 0.0 0.0
0.0 0.0 0.0
0.0 -0.1 0.1
0.0 0.0 0.0
0.0 0.0 0.0
-0.1 0.1 0.2
0.0 0.0 0.0
0.0 -0.1 0.0
0.0 0.0 0.0
-0.1 0.1 0.0
0.3 -0.3 0.0
0.0 0.0 0.0
0.0 0.0 0.0
0.1 0.0 0.0
0.0 0.0 0.0
0.0 -0.1 0.0
0.0 0.0 0.0
0.0 0.0 0.0
0.0 0.0 0.0
0.0 0.0 0.0
0.0 0.0 0.0
0.0 0.0 0.0
0.0 0.0 0.0
0.0 0.0 0.0
0.0 0.0 0.0
0.0 0.0 0.0
0.0 0.0 0.0

ORCA calculation (ωB97M-V with the def2-TZVPD basis set) on a molecular structure, C6H6O6S3.

Kohn-Sham gap (spin up / spin down) = 7.3 / 7.5 eV
spin multiplicity = 1
highest occupied orbital energy (spin up / spin down) = -8.9463 / -8.9170 eV

Each line ends with the natural charge from an NBO analysis.
Cartesian coordinates (Å):
1 C 0.3365 -1.1776 -0.5402  -0.30
2 C 0.4041 1.2154 0.2020  -0.53
3 C -2.1583 -0.7294 -0.1686  -0.41
4 C -1.9197 0.8300 -0.0604  -0.47
5 C -0.8847 -1.4709 -0.2868  -0.24
6 C -0.7958 1.2413 0.7662  -0.14
7 O 2.8554 -1.2982 -1.3734  -0.86
8 O 2.1026 -2.8010 0.3839  -0.88
9 O 2.0872 1.6265 2.3292  -0.88
10 O 2.2096 -0.4359 0.9828  -0.92
11 O -0.1197 1.7105 -2.3218  -0.86
12 O 2.9397 1.6972 0.1072  -0.91
13 S 2.0646 -1.5712 -0.2050  2.38
14 S 2.0062 1.1215 0.9867  2.38
15 S 0.9395 1.0763 -1.5060  1.20
16 H -2.6339 -1.1030 0.7745  0.23
17 H -2.8338 -1.0133 -1.0384  0.26
18 H -1.7446 1.1628 -1.1777  0.27
19 H -2.8311 1.1453 0.2984  0.22
20 H -1.0707 -2.5791 0.0796  0.24
21 H -0.9532 1.3529 1.7680  0.23

Forces on the atoms, in the same order (eV/Å):
3.2 2.6 -1.7
1.7 0.4 0.9
-0.1 0.7 -0.1
0.0 -1.2 -4.3
-1.2 -4.3 1.5
1.0 -0.6 -2.3
-0.5 0.4 1.7
0.7 -3.9 2.8
-0.9 -1.5 -0.5
0.7 -2.0 0.5
0.4 -0.4 -0.1
1.0 0.2 -1.6
-2.5 3.2 -4.2
-0.5 3.0 2.3
-2.3 -1.0 -0.5
0.2 0.2 -0.8
0.7 0.7 1.1
-0.6 -0.3 2.3
-2.0 1.4 0.6
0.7 1.8 -0.5
0.0 0.4 2.7

ORCA calculation (ωB97M-V with the def2-TZVPD basis set) on 2 unconnected molecules or ions with the total composition C3H9O2.

Kohn-Sham gap = 5.8 eV
net charge = -1
spin multiplicity = 1
highest occupied orbital energy = -2.1514 eV

Each line ends with the natural charge from an NBO analysis.
Cartesian coordinates (Å):
1 C -1.6066 1.8600 -1.8298  -0.17
2 O -2.1847 0.9095 -1.1175  -0.96
3 H -1.5169 1.7157 -2.9430  0.06
4 H -0.5164 2.0445 -1.5425  0.04
5 H -2.0481 2.9156 -1.8755  0.05
6 C 1.5024 -0.9267 0.5360  -0.06
7 O 2.1213 -1.6993 1.6150  -0.75
8 C 0.1232 -0.3457 0.8392  -0.66
9 H 1.4555 -1.6096 -0.3130  0.16
10 H 2.1868 -0.0936 0.3594  0.15
11 H 1.4751 -1.6287 2.3189  0.46
12 H -0.6573 -1.0995 0.9127  0.21
13 H -0.1457 0.2536 -0.0346  0.29
14 H 0.2270 0.2772 1.7239  0.18

Forces on the atoms, in the same order (eV/Å):
0.9 0.8 -0.6
-0.5 -0.2 0.2
0.0 -0.5 -0.2
-0.1 0.2 0.0
-0.1 -0.3 0.6
0.2 -0.3 0.4
-0.7 0.4 -0.2
1.1 -0.4 -0.6
0.1 0.3 -0.2
0.0 -0.1 -0.4
0.1 -0.2 0.4
0.0 0.0 0.3
-0.4 0.2 0.2
-0.4 0.2 0.1

ORCA calculation (ωB97M-V with the def2-TZVPD basis set) on 3 unconnected molecules or ions with the total composition C4H15NO2S.

Kohn-Sham gap = 9.6 eV
spin multiplicity = 1
structure (SMILES) = CCNCCS.O.O
highest occupied orbital energy = -8.8526 eV

Each line ends with the natural charge from an NBO analysis.
Cartesian coordinates (Å):
1 C -0.1799 0.8341 -1.6502  -0.22
2 N 0.0950 0.2022 -0.3744  -0.67
3 C 1.3883 -0.4471 -0.3137  -0.24
4 C 2.3605 0.0676 0.7473  -0.55
5 S 2.1253 -0.8100 2.2971  -0.06
6 C -0.4149 -0.0556 -2.8775  -0.64
7 H 0.7082 1.4709 -1.9169  0.19
8 H -0.9579 1.5925 -1.4955  0.19
9 H -0.6961 -0.3491 -0.0725  0.37
10 H 1.2845 -1.5319 -0.2615  0.19
11 H 1.8640 -0.4985 -1.3099  0.19
12 H 2.2171 1.1294 0.8082  0.26
13 H 3.3832 -0.2228 0.3958  0.22
14 H 1.6485 0.1300 3.1267  0.12
15 H 0.0144 0.5557 -3.7114  0.22
16 H -1.4717 -0.2768 -2.9439  0.21
17 H 0.3032 -0.8762 -2.8467  0.21
18 H -7.2544 -2.9271 -0.8864  0.48
19 H -6.5190 -2.0953 0.3161  0.48
20 O -7.0042 -2.0851 -0.4987  -0.96
21 H 1.0147 3.1781 1.4128  0.46
22 H 0.2094 2.3020 0.4802  0.49
23 O 0.8766 3.0152 0.4792  -0.95

Forces on the atoms, in the same order (eV/Å):
1.1 1.4 -0.4
0.0 0.5 0.1
0.1 -1.4 -0.9
0.3 -1.0 -1.2
-0.1 -0.3 0.7
1.3 1.5 0.1
-0.6 -0.5 0.6
-0.2 -0.4 -0.3
0.3 -0.3 0.1
-0.3 -0.3 0.9
0.0 1.1 0.1
0.4 0.5 0.3
-0.7 0.6 0.4
0.0 0.2 -0.3
-1.2 -0.5 0.1
0.1 -0.6 -0.5
-0.6 -0.5 0.1
0.4 -0.2 0.8
0.2 -0.9 0.4
-0.6 1.1 -1.1
0.1 0.2 0.2
0.4 0.0 -0.2
-0.4 -0.3 0.0

Computed ΔE to the lowest compared entry with this formula, charge and spin (kcal/mol) in order:
1.0, 106.2, 29.0, 0.0, 33.7, 28.7